Molecular formula: C39H38BF3O3
Method: DFT, ωB97M-V/def2-TZVPD

Summary:
- SMILES = CC1(C)OB([C@H](C=C(c2ccccc2)c2ccccc2)c2ccccc2)OC1(C)C.Cc1ccc(-c2ccc(C(F)(F)F)cc2)o1
- ΔE to the lowest compared entry with this formula, charge and spin (kJ/mol) = 104.49
- multiplicity = 1
- E_HOMO (eV) = -6.68
- molecular weight (g/mol) = 622.54

The geometry in XYZ format:
```
84
Properties=species:S:1:pos:R:3:forces:R:3
C 2.474649 4.482259 2.056817 0.038 0.318 0.031
C 2.527423 2.972071 1.875313 0.155 0.801 0.024
C 3.163262 2.342582 3.097633 0.217 -0.274 0.233
O 1.155028 2.505891 1.842552 -0.085 0.285 -0.895
B 0.898130 2.226550 0.525033 1.852 -4.212 0.715
C 0.307987 0.386533 0.397186 -0.701 3.413 0.335
C 0.247861 0.406877 -1.050118 -1.506 -0.769 -2.119
C -0.858896 0.648164 -1.880054 1.446 -0.669 0.529
C -0.714367 1.558489 -3.041175 0.269 -0.217 -0.914
C 0.105913 2.700812 -2.958143 -0.494 -0.051 0.180
C 0.006511 3.730547 -3.892375 -0.066 -0.220 -0.469
C -0.811105 3.580108 -5.016209 0.048 -0.092 0.171
C -1.508242 2.379329 -5.203684 0.174 0.027 0.198
C -1.460565 1.383334 -4.231332 0.149 0.212 0.102
C -2.190035 0.058156 -1.653228 -0.902 0.422 0.727
C -2.337614 -1.144482 -0.932491 0.355 0.334 -0.215
C -3.589603 -1.674994 -0.662697 -0.395 0.049 -0.011
C -4.746139 -1.031418 -1.111430 0.150 -0.021 0.043
C -4.631881 0.164893 -1.821638 0.142 -0.142 0.008
C -3.375303 0.705682 -2.078220 0.143 -0.093 0.140
C -0.953776 0.621293 1.155486 -0.656 -0.510 0.344
C -1.468018 -0.313897 2.068915 0.054 0.276 -0.337
C -2.773469 -0.195144 2.542945 0.106 0.281 0.071
C -3.560572 0.889148 2.148956 0.012 -0.143 -0.032
C -3.022594 1.883321 1.324686 0.369 0.038 0.015
C -1.702307 1.777845 0.882971 -0.679 -0.698 0.234
O 1.913324 2.519733 -0.365986 -0.519 0.389 0.693
C 3.106356 2.558863 0.459004 0.115 0.183 0.269
C 4.059488 3.538705 -0.187391 0.280 0.384 0.095
C 3.730638 1.167876 0.470215 0.004 -0.417 -0.001
H 3.472404 4.892417 2.261142 -0.200 -0.046 -0.130
H 2.053450 4.978726 1.173126 0.088 -0.106 0.214
H 1.832292 4.713057 2.913935 0.110 -0.076 -0.149
H 4.217635 2.631053 3.200475 -0.185 -0.073 -0.111
H 2.635635 2.698007 3.991373 0.085 -0.046 -0.212
H 3.088385 1.248258 3.089257 0.043 0.243 -0.083
H 1.041899 -0.262721 0.871146 0.021 0.413 -0.074
H 1.207018 0.247226 -1.555080 -0.040 0.999 0.193
H 0.776693 2.809579 -2.113315 -0.224 0.056 -0.098
H 0.567114 4.654784 -3.744311 -0.074 -0.281 -0.071
H -0.899185 4.385882 -5.746086 0.035 -0.219 0.188
H -2.104129 2.226727 -6.104211 0.152 0.049 0.222
H -2.022530 0.459441 -4.377687 0.106 0.294 0.082
H -1.436798 -1.650206 -0.574178 -0.453 0.240 -0.223
H -3.678501 -2.596562 -0.086122 0.041 0.272 -0.171
H -5.725453 -1.460496 -0.893835 0.255 0.127 -0.091
H -5.525154 0.684782 -2.171041 0.226 -0.121 0.118
H -3.307270 1.665646 -2.594412 -0.030 -0.324 0.180
H -0.837046 -1.151349 2.375359 -0.411 0.255 -0.266
H -3.169266 -0.966973 3.206129 0.027 0.290 -0.144
H -4.594307 0.967215 2.486421 0.268 -0.024 -0.081
H -3.627675 2.739321 1.015318 0.184 -0.266 0.203
H -1.270208 2.560386 0.243090 -0.176 -0.166 0.000
H 4.987875 3.606084 0.391547 -0.110 0.032 -0.060
H 4.321041 3.204205 -1.198513 -0.132 -0.031 0.227
H 3.621584 4.539147 -0.262494 0.105 -0.224 -0.019
H 4.710241 1.181019 0.968703 -0.254 0.058 -0.056
H 3.096445 0.431403 0.982970 0.187 0.236 -0.154
H 3.887639 0.815593 -0.558633 -0.082 0.178 0.191
C 4.700426 -2.903140 0.535854 1.142 0.112 -0.363
C 3.382226 -2.613868 1.066565 -1.724 0.596 0.887
C 2.998079 -2.049327 2.263402 -0.079 -0.598 -0.651
C 1.579634 -2.170475 2.320758 -0.483 -0.457 -1.228
C 1.156274 -2.732537 1.113187 2.163 0.508 1.869
C -0.059125 -3.381187 0.740246 -1.087 -1.117 -0.649
C -0.976269 -3.767706 1.745647 0.427 0.213 -0.289
C -2.088843 -4.522525 1.423197 0.026 0.213 -0.039
C -2.290522 -4.901042 0.099992 -0.155 -0.265 -0.259
C -3.533816 -5.677051 -0.233397 -0.592 -0.156 -0.175
F -3.815203 -5.658600 -1.568113 0.174 -0.157 1.039
F -3.445120 -6.988490 0.148706 -0.204 0.928 -0.312
F -4.626271 -5.146398 0.409857 0.773 -0.582 -0.498
C -1.378710 -4.580456 -0.905029 -0.198 0.072 0.266
C -0.276203 -3.806327 -0.593197 0.334 0.135 0.592
O 2.280222 -2.980346 0.336417 0.003 0.206 0.914
H 5.310324 -3.340441 1.335426 -0.048 -0.037 -0.274
H 4.668849 -3.584875 -0.320504 0.002 0.203 0.202
H 5.190358 -1.963034 0.253598 0.074 -0.234 -0.217
H 3.652465 -1.656446 3.037986 -0.153 -0.187 -0.284
H 0.942714 -1.898886 3.154351 0.149 -0.010 -0.200
H -0.773203 -3.497552 2.785095 -0.107 -0.123 -0.366
H -2.800317 -4.812073 2.195376 0.144 0.069 -0.214
H -1.543904 -4.919671 -1.922973 -0.031 0.117 0.165
H 0.434022 -3.528324 -1.374058 -0.187 -0.071 0.293
```
Positions in Å, forces in eV/Å.